[1]
DFT (wB97M-V/def2-TZVPD) results for a molecular structure, C36H45BrN8O3PrS2Te at a distorted geometry.

```
97
Properties=species:S:1:pos:R:3:mulliken_spin:R:1
Pr -0.30121 0.11635 -0.41531 2.02
C 4.42397 -2.26628 -3.47052 0.00
C 2.95118 -2.05075 -3.36935 0.00
C 2.08778 -2.39911 -4.40937 0.00
C 0.71653 -2.29514 -4.22761 0.00
C 0.27331 -1.82303 -3.00810 0.00
Br -1.59368 -1.82378 -2.55883 0.00
N 1.07193 -1.39551 -2.02781 0.00
C 2.39099 -1.52241 -2.21376 0.00
H 4.68128 -2.75182 -4.40770 0.00
H 4.76546 -2.89422 -2.64974 0.00
H 4.95825 -1.32241 -3.39733 0.00
H 2.47646 -2.76702 -5.34653 0.00
H 0.01947 -2.59703 -4.99180 0.00
H 3.01860 -1.20309 -1.38899 0.00
N -0.20010 -2.27544 1.04052 0.00
C -1.27487 -1.72848 1.89069 0.00
C -1.70274 -2.64757 3.03458 0.00
C -2.92462 -2.14307 3.81235 0.00
C -2.84324 -0.68674 4.27206 0.00
N -3.17794 0.19417 3.16751 0.00
C -3.02391 1.50568 3.09100 0.00
N -2.66738 2.23516 4.15405 0.00
N -3.45874 2.11685 1.97198 0.00
C -2.41967 -1.45162 0.85486 0.00
O -3.18661 -2.35535 0.57100 0.00
O -2.40480 -0.26661 0.38888 0.00
H -0.52951 -3.16627 0.65823 0.00
H 0.63195 -2.48253 1.60089 0.00
H -0.91947 -0.77453 2.31149 0.00
H -0.85849 -2.77031 3.71889 0.00
H -1.95206 -3.62583 2.61855 0.00
H -3.04217 -2.77588 4.69348 0.00
H -3.81531 -2.26852 3.19312 0.00
H -1.84067 -0.46014 4.64903 0.00
H -3.55846 -0.51891 5.08531 0.00
H -3.49838 -0.26430 2.32377 0.00
H -2.01786 1.82967 4.83344 0.00
H -2.46734 3.20756 3.96727 0.00
H -3.47530 1.55331 1.12640 0.00
H -3.14856 3.06422 1.82584 0.00
S -0.39498 1.90807 1.77738 0.01
C 0.71689 1.09432 2.88003 0.01
C 0.30849 1.26219 4.19511 0.00
N -0.21271 1.39904 5.21993 0.00
C 1.77577 0.28487 2.53014 -0.01
S 2.22384 -0.16658 0.92465 0.00
C 2.56387 -0.25098 3.56371 0.00
N 3.21022 -0.71193 4.39570 0.00
C -1.03500 3.66141 -2.19329 0.06
C -0.57029 2.26229 -1.83044 0.01
O -1.38767 1.29023 -1.97461 -0.01
N 0.62193 2.03300 -1.38946 0.28
Te 1.73059 3.59061 -0.29829 0.46
C 3.04021 5.39403 0.07551 0.10
C 4.07230 5.83160 -0.74553 -0.06
C 4.23745 5.29584 -2.13346 0.03
C 4.95574 6.80179 -0.28777 0.00
C 4.81568 7.36841 0.96669 0.01
C 5.79709 8.37172 1.49210 0.00
C 3.72153 6.99304 1.73695 0.00
C 2.82573 6.03107 1.30066 0.02
C 1.63347 5.69364 2.15053 0.02
C 3.48616 2.45369 -0.69752 0.05
C 3.74254 1.94261 -1.96875 0.00
C 2.86776 2.20150 -3.15724 -0.01
C 4.86474 1.14769 -2.16129 0.00
C 5.71606 0.81688 -1.11963 0.00
C 6.88001 -0.10406 -1.34006 0.00
C 5.44999 1.34410 0.13479 0.00
C 4.36008 2.17367 0.35806 -0.06
C 4.15768 2.75643 1.72049 0.03
H -2.06559 3.62184 -2.53449 0.00
H -0.39740 4.06803 -2.97534 -0.01
H -0.94904 4.29750 -1.31065 0.00
H 3.26282 5.04751 -2.55279 0.00
H 4.84918 4.39339 -2.13343 0.00
H 4.71939 6.03264 -2.77496 0.00
H 5.76591 7.11734 -0.93069 0.00
H 6.53061 8.63694 0.73422 0.00
H 6.32436 7.95889 2.35308 0.00
H 5.28435 9.27630 1.81774 0.00
H 3.56706 7.46257 2.69963 0.00
H 1.52442 6.41785 2.95594 0.00
H 1.73151 4.70015 2.59442 0.00
H 0.72399 5.69970 1.54447 0.00
H 2.29353 3.11947 -3.04040 0.03
H 2.15589 1.37995 -3.26860 0.01
H 3.46690 2.27204 -4.06399 0.00
H 5.07480 0.79514 -3.16368 0.00
H 7.20909 -0.06048 -2.37701 0.00
H 6.58928 -1.13112 -1.11006 0.00
H 7.71473 0.15332 -0.69185 0.00
H 6.10206 1.10391 0.96325 0.00
H 4.58254 2.11429 2.48819 0.00
H 3.09168 2.88402 1.92628 -0.01
H 4.62659 3.73939 1.78293 0.00
```

The HOMO-LUMO gap (alpha / beta) comes out at 6.80 / 5.85 eV. Its LUMO energy (alpha / beta) is -0.07 / -1.01 eV. As for the spin multiplicity: 4.

[2]
DFT (wB97M-V/def2-TZVPD) results for a molecular structure, C5H7NO.

```
14
Properties=species:S:1:pos:R:3:lowdin_charge:R:1
N 0.90980 2.44871 0.01340 0.15
C 0.87632 1.22225 -0.01091 -0.19
O -1.52842 0.15938 -1.43428 -0.12
C -1.67140 0.00238 -0.00812 -0.16
C -0.43092 -0.89179 0.02068 -0.25
C -0.72880 -1.03808 -1.48303 -0.16
C 0.84214 -0.08604 0.14364 -0.08
H 0.91087 2.93029 -0.88633 0.08
H -2.61072 -0.51174 0.23964 0.12
H -1.61527 0.94388 0.54884 0.12
H -0.43376 -1.77626 0.66655 0.13
H -1.33712 -1.89183 -1.80616 0.12
H 0.16321 -0.96410 -2.11383 0.12
H 1.78984 -0.61415 0.11477 0.11
```

The HOMO-LUMO gap comes out at 9.76 eV. Its LUMO energy is 0.98 eV.

[3]
DFT (wB97M-V/def2-TZVPD) results for a single C16H24N6O2S2 molecule at a distorted geometry.

```
50
Properties=species:S:1:pos:R:3:lowdin_charge:R:1
C -0.27196 6.52815 1.32211 -0.11
C 1.02923 5.86782 0.88745 -0.25
C 1.17831 4.46339 1.49294 -0.13
C 0.17247 3.52809 0.93419 -0.33
N -0.97375 3.23490 1.47609 0.07
N -1.63597 2.39915 0.66018 0.02
C -0.87828 2.19317 -0.38075 -0.61
S -1.29384 1.21260 -1.75969 1.01
C -2.61998 0.24729 -0.98377 -0.33
C -2.20165 -1.11773 -0.48333 -0.53
O -3.02159 -1.98372 -0.26789 0.00
N -0.86970 -1.31121 -0.27753 0.11
C -0.38433 -2.51757 0.14500 -0.56
N 0.87646 -2.77974 0.25277 0.00
N 1.11600 -4.01876 0.67247 0.00
C 0.06106 -4.71757 0.88921 -0.60
C 0.07039 -6.11886 1.37411 -0.25
C -0.59609 -6.23304 2.74506 -0.11
S -1.43533 -3.84554 0.56630 1.15
N 0.28922 2.89196 -0.27835 0.00
C 1.43287 2.76364 -1.13635 -0.08
C 2.29268 1.56785 -0.68955 -0.30
C 3.56237 1.40262 -1.53313 -0.12
C 3.70537 -0.11566 -1.61374 -0.14
C 2.24580 -0.55466 -1.65157 -0.19
O 1.55027 0.36304 -0.81260 -0.17
H -0.27731 6.68070 2.39834 0.08
H -1.12144 5.89925 1.06834 0.07
H -0.39168 7.49256 0.83442 0.07
H 1.87611 6.47786 1.20838 0.11
H 1.05976 5.80240 -0.20346 0.10
H 1.01789 4.51793 2.56979 0.12
H 2.18422 4.08079 1.30534 0.11
H -2.97908 0.84915 -0.14403 0.08
H -3.42383 0.12412 -1.70932 0.09
H -0.17591 -0.58938 -0.46977 0.09
H 1.10837 -6.45026 1.42697 0.11
H -0.46342 -6.74806 0.65762 0.11
H -1.63046 -5.90062 2.69220 0.06
H -0.57857 -7.26541 3.08449 0.07
H -0.07062 -5.61862 3.47218 0.08
H 1.07863 2.59738 -2.15754 0.12
H 2.02316 3.68141 -1.09774 0.13
H 2.53939 1.69280 0.37583 0.16
H 4.42067 1.89084 -1.07810 0.12
H 3.40239 1.82150 -2.52818 0.12
H 4.26168 -0.44572 -2.48689 0.12
H 4.18522 -0.50106 -0.71442 0.12
H 2.07744 -1.55423 -1.24663 0.09
H 1.84176 -0.48935 -2.67144 0.13
```

The HOMO-LUMO gap comes out at 9.00 eV. Its LUMO energy is 0.47 eV.

[4]
DFT (wB97M-V/def2-TZVPD) results for 8 unconnected molecules or ions with the total composition C20H60N6O11 at a distorted geometry.

```
97
Properties=species:S:1:pos:R:3:lowdin_charge:R:1
N -6.91233 -4.51739 23.25652 0.26
H -6.23982 -4.98943 22.62008 0.06
H -6.52596 -3.56656 23.53958 0.07
H -7.08316 -5.10198 24.06943 0.14
H -7.77898 -4.35539 22.74597 0.13
N -4.04981 -6.08835 21.19701 -0.52
O -5.16847 -5.58865 21.53606 -0.11
O -3.19548 -6.35091 22.04666 0.02
O -3.91104 -6.46588 20.01595 -0.03
C -7.81764 -5.81318 19.31555 -0.24
C -7.35400 -6.21416 17.93467 -0.25
O -7.63305 -5.29255 16.88159 -0.06
O -7.17199 -4.61227 19.73034 -0.09
H -7.66212 -6.65859 19.98818 0.11
H -8.88267 -5.57585 19.26309 0.12
H -7.83257 -7.15554 17.63543 0.12
H -6.28413 -6.45144 17.93947 0.11
H -7.67956 -5.76135 16.04840 0.08
H -6.33493 -4.88121 20.13664 0.03
C -2.55372 -4.98967 17.01830 -0.22
C -2.65331 -6.39097 16.49924 -0.22
O -3.69792 -7.10466 17.17244 -0.09
O -1.75109 -4.92740 18.20125 -0.10
H -3.52188 -4.51053 17.15746 0.13
H -2.02405 -4.41557 16.24640 0.11
H -1.72534 -6.95999 16.60941 0.12
H -2.91222 -6.40195 15.44066 0.12
H -3.67531 -6.97677 18.13324 0.03
H -2.16720 -4.40727 18.89103 0.08
C -2.53479 -12.63136 25.33791 -0.06
C -1.59248 -11.62193 26.01699 -0.42
C -2.01716 -10.21550 25.69934 -0.21
O -1.65322 -10.00141 24.32643 -0.19
C -2.22660 -8.80769 23.82302 -0.13
N -1.71726 -11.82853 27.48303 0.02
H -2.17466 -13.61794 25.63129 0.07
H -2.39626 -12.49577 24.26239 0.07
H -3.59353 -12.47901 25.53259 0.08
H -0.56648 -11.84157 25.71712 0.14
H -1.50744 -9.41295 26.24598 0.12
H -3.09646 -10.06885 25.80394 0.12
H -1.79353 -7.92427 24.31250 0.08
H -3.30694 -8.78344 23.97612 0.08
H -1.90979 -8.65930 22.79228 0.08
H -1.32650 -12.72751 27.72602 0.06
H -1.27176 -11.08363 28.00158 0.06
C -4.01238 -2.04647 23.15314 -0.03
C -4.90362 -1.55176 24.30317 -0.40
C -4.75788 -0.03981 24.49362 -0.22
O -3.40050 0.19102 24.80512 -0.18
C -3.15884 1.50091 25.24713 -0.11
N -6.32144 -1.91024 24.02941 0.01
H -4.30009 -3.05296 22.84882 0.06
H -2.96018 -2.03627 23.43134 0.08
H -4.06389 -1.35955 22.30503 0.09
H -4.73677 -2.04231 25.26615 0.15
H -5.39305 0.25230 25.33845 0.12
H -5.06485 0.49163 23.58394 0.13
H -3.96227 1.91887 25.86463 0.09
H -3.07983 2.12769 24.34590 0.09
H -2.23442 1.61598 25.81105 0.09
H -6.86746 -1.47983 24.77679 0.10
H -6.52724 -1.27964 23.24528 0.10
C -5.51541 -9.98416 21.16759 -0.06
C -4.07629 -10.35570 20.71021 -0.42
C -3.99382 -11.81779 20.33684 -0.23
O -3.92723 -12.60069 21.51158 -0.19
C -3.49329 -13.92251 21.28852 -0.12
N -3.65686 -9.45442 19.63594 0.07
H -5.91331 -10.60470 21.97073 0.07
H -6.17412 -9.94339 20.29523 0.07
H -5.51389 -8.94531 21.51602 0.06
H -3.41782 -10.31057 21.58178 0.13
H -3.08069 -11.95779 19.74514 0.12
H -4.81839 -12.12452 19.67731 0.13
H -3.30589 -14.32567 22.28289 0.08
H -2.55332 -14.03821 20.73679 0.09
H -4.27238 -14.45142 20.73013 0.09
H -4.47076 -9.44212 19.02413 0.07
H -3.59224 -8.50220 19.98716 0.03
C 1.48305 -6.74527 18.20072 -0.08
C 0.99365 -6.87095 19.61104 -0.44
C 1.36399 -5.64384 20.47247 -0.22
O 0.87494 -5.72619 21.78872 -0.17
C -0.12355 -4.75619 22.07301 -0.11
N -0.44755 -7.12916 19.60604 0.06
H 0.92306 -5.96248 17.67359 0.07
H 1.23735 -7.60738 17.57748 0.08
H 2.54893 -6.52309 18.12996 0.08
H 1.42749 -7.75732 20.09115 0.14
H 1.00835 -4.74900 19.94946 0.12
H 2.45975 -5.61401 20.41487 0.12
H -0.86360 -4.59026 21.29289 0.07
H 0.39729 -3.85874 22.42436 0.09
H -0.63362 -5.11151 22.97116 0.08
H -0.89702 -6.43507 18.99417 0.03
H -0.84517 -6.93767 20.51912 0.05
```

The HOMO-LUMO gap comes out at 7.42 eV. Its LUMO energy is -0.36 eV.